Formula: C5H10ClN2O2
Source: the Open Molecules 2025 dataset
Level of theory: ωB97M-V/def2-TZVPD

Each line ends with the Löwdin charge.
Element x y z (Å)
C 0.11261 0.13560 -0.39618  -0.50
C 1.16330 -0.50006 0.45928  -0.45
C -0.04658 -0.84045 -1.67688  0.04
C 0.49543 1.53843 -0.94032  0.00
C 0.92670 -1.07510 1.78993  -0.01
N -1.09688 0.19084 0.29043  -0.16
N -2.25246 0.13026 -0.24885  -0.02
O -3.18625 0.40542 0.44715  0.04
O -0.90494 0.90007 1.55485  0.03
Cl 2.70053 -0.48800 -0.17765  1.01
H -0.80960 -1.52483 -1.38459  0.08
H 0.95052 -1.32387 -1.84319  0.08
H -0.40480 -0.49100 -2.61989  0.10
H 1.32479 1.55557 -1.67744  0.10
H 0.82704 2.30362 -0.25561  0.10
H -0.37717 1.89554 -1.39343  0.08
H -0.04799 -1.43652 1.77827  0.09
H 1.12638 -0.34500 2.56672  0.15
H 1.40190 -1.98295 1.90654  0.09
H -1.90252 0.95243 1.82087  0.15

## Properties
frontier orbital gap: 6.81 eV
HOMO energy: -13.815 eV
charge: +1
molar mass: 165.60 g mol⁻¹
energy relative to the best compared isomer or geometry (same formula, charge and spin): 567.7 kJ/mol
E: -916.2210 Ha